The following is a quantum chemistry calculation of the molecule C26H28FN3O2, from OMol25.

Properties
- HOMO level: -7.738 eV
- Orbital gap: 8.34 eV
- Calculated total energy: -38699.287 eV
- Total charge: 0

Element x y z (Å)
F  9.932  1.022  -1.443
O  -8.258  0.670  -0.539
O  -1.647  -0.856  -2.071
N  4.698  -0.021  -0.025
N  2.022  -0.592  0.696
N  -1.620  0.055  -0.006
C  -1.425  -0.819  2.263
C  2.601  0.714  0.938
C  7.807  0.142  -1.987
C  -8.089  2.887  -0.545
C  2.594  -1.141  -0.519
C  -5.482  -2.462  -0.783
C  -4.129  -2.187  -0.877
C  8.218  1.105  0.181
C  -6.791  2.340  -0.641
C  6.506  -0.123  -1.616
C  8.654  0.757  -1.082
C  -2.231  -0.576  -1.039
C  6.028  0.208  -0.340
C  -6.400  -1.433  -0.698
C  -2.150  0.158  1.333
C  0.081  -0.569  2.219
C  -0.202  0.331  -0.092
C  -8.937  1.823  -0.487
C  4.097  -1.307  -0.313
C  -3.690  -0.868  -0.869
C  4.110  0.571  1.154
C  6.915  0.826  0.548
C  -4.609  0.168  -0.794
C  -5.974  -0.102  -0.710
C  0.577  -0.682  0.773
C  -6.942  0.975  -0.634
H  2.439  1.399  0.088
H  -3.408  -2.986  -0.960
H  -3.220  -0.052  1.324
H  -8.352  3.924  -0.524
H  2.145  -2.116  -0.718
H  0.609  -1.294  2.840
H  0.288  0.428  2.612
H  8.898  1.579  0.872
H  -10.005  1.762  -0.410
H  4.256  -1.992  0.536
H  4.286  -0.047  2.049
H  8.167  -0.112  -2.971
H  -4.261  1.190  -0.811
H  -5.823  -3.486  -0.782
H  2.159  1.151  1.833
H  6.599  1.081  1.546
H  0.088  0.246  -1.140
H  2.420  -0.489  -1.391
H  -1.638  -1.840  1.940
H  -0.023  1.352  0.260
H  -1.800  -0.698  3.280
H  4.532  1.564  1.310
H  0.316  -1.684  0.410
H  -1.997  1.184  1.687
H  4.548  -1.746  -1.200
H  -5.875  2.890  -0.708
H  -7.455  -1.646  -0.629
H  5.843  -0.575  -2.337

Here are the Mulliken charges for atoms 1 to 4, given in e: atom 1 (F): -0.336, atom 2 (O): -0.366, atom 3 (O): -0.661, atom 4 (N): 0.309

=====

The following is a quantum chemistry calculation of a cluster of 3 separate species, C3H13N2O3 in total, from OMol25.

Properties
- HOMO level: -13.425 eV
- Orbital gap: 9.87 eV
- Calculated total energy: -12437.271 eV
- Total charge: +1

Element x y z (Å)
O  2.189  -0.423  -1.061
O  -0.256  -0.594  3.155
O  -2.068  1.642  1.881
N  0.316  -1.513  -1.402
N  0.622  1.622  0.024
C  1.018  -0.348  -1.354
C  0.258  0.967  -1.236
C  -1.111  -1.790  -1.597
H  1.339  1.089  0.640
H  -1.928  -1.004  -1.836
H  -2.952  1.923  1.814
H  -1.193  -2.562  -2.339
H  -0.816  0.786  -1.398
H  -1.913  1.327  2.806
H  1.011  2.648  -0.202
H  -0.276  -1.025  4.067
H  0.497  1.624  -2.119
H  -1.476  -2.266  -0.636
H  0.656  -0.613  2.749
H  0.756  -2.437  -1.137
H  -0.181  1.760  0.556

Here are the Mulliken charges for atoms 1 to 4, given in e: atom 1 (O): -0.603, atom 2 (O): -0.621, atom 3 (O): -0.635, atom 4 (N): -0.235

=====

The following is a quantum chemistry calculation of the molecule C4H4ClNOS, from OMol25.

Properties
- HOMO level: -8.880 eV
- Orbital gap: 7.52 eV
- Calculated total energy: -31103.380 eV
- Total charge: 0

Element x y z (Å)
Cl  1.123  -1.897  -2.532
S  -0.873  2.656  -0.414
O  -1.037  -0.984  1.759
N  0.094  -0.197  1.930
C  0.509  0.627  0.990
C  0.390  -0.862  -1.297
C  -0.349  1.094  -0.324
C  -0.395  0.240  -1.308
H  -0.701  0.505  -2.257
H  1.334  1.386  1.223
H  0.884  -1.033  -0.416
H  -0.980  -1.537  2.645

Here are the Mulliken charges for atoms 1 to 4, given in e: atom 1 (Cl): -0.140, atom 2 (S): -0.222, atom 3 (O): -0.342, atom 4 (N): -0.271

=====

The following is a quantum chemistry calculation of a structure of composition C5H9N3, from OMol25.

Properties
- HOMO level: -8.610 eV
- Orbital gap: 9.27 eV
- Calculated total energy: -9795.006 eV
- Total charge: 0

Element x y z (Å)
N  0.427  0.952  -0.329
N  -0.931  -0.896  0.197
N  2.618  -0.029  0.133
C  -1.678  -0.143  -0.850
C  -1.064  1.103  -0.033
C  1.311  0.000  -0.175
C  -1.025  0.153  1.156
C  0.363  -1.226  -0.098
H  -1.939  -0.126  2.130
H  0.630  1.999  -0.762
H  -1.352  -0.474  -1.970
H  -2.862  -0.499  -0.582
H  0.471  -1.649  -1.230
H  0.921  -2.126  0.447
H  -1.051  2.295  0.081
H  -0.107  0.188  1.716
H  3.048  0.870  0.156

Here are the Mulliken charges for atoms 1 to 4, given in e: atom 1 (N): -0.352, atom 2 (N): -0.177, atom 3 (N): -0.739, atom 4 (C): -0.477

=====

The following is a quantum chemistry calculation of a structure of composition C11H15HoNP, from OMol25.

Properties
- HOMO level (spin up / spin down): -5.924 / -6.036 eV
- Orbital gap (spin up / spin down): 5.58 / 5.69 eV
- Calculated total energy: -48221.683 eV
- Total charge: 0
- 2S+1: 5

Element x y z (Å)
Ho  -0.442  -1.737  -0.020
P  1.218  -0.082  -1.695
N  -0.719  0.505  0.948
C  0.283  1.528  1.148
C  -2.761  -2.671  -0.066
C  1.187  3.683  0.598
C  -2.582  -1.408  -0.567
C  -0.966  -3.682  -1.489
C  -0.647  -2.497  -2.107
C  0.151  2.747  0.491
C  2.328  3.387  1.353
C  2.411  2.174  2.049
C  1.386  1.225  1.941
C  -1.817  -3.731  -0.326
H  -3.596  -2.949  0.596
H  -1.523  0.802  0.385
H  -0.734  2.927  -0.126
H  -0.573  -4.657  -1.812
H  1.456  0.249  2.431
H  1.099  4.641  0.085
H  -3.362  -0.638  -0.559
H  1.769  -0.533  -2.939
H  -1.916  -4.686  0.205
H  3.285  1.970  2.669
H  -0.103  -2.424  -3.049
H  -1.102  0.134  1.828
H  0.691  1.153  -2.188
H  3.154  4.102  1.395
H  2.424  0.470  -1.178

Here are the Mulliken charges for atoms 1 to 4, given in e: atom 1 (Ho): 0.428, atom 2 (P): -0.123, atom 3 (N): -0.406, atom 4 (C): 0.475

=====

The following is a quantum chemistry calculation of a cluster of 10 separate species, C31H43NO27 in total, from OMol25.

Properties
- HOMO level: -10.583 eV
- Orbital gap: 10.09 eV
- Calculated total energy: -89613.078 eV
- Total charge: 0

Element x y z (Å)
O  -1.403  -3.410  3.035
O  0.123  -3.561  4.747
O  3.585  4.372  -5.197
O  -5.594  -0.839  -1.685
O  4.311  -0.543  6.130
O  -0.340  0.219  -6.605
O  0.779  5.340  2.339
O  -7.167  -1.412  -3.290
O  -0.346  5.730  11.313
O  -1.092  5.940  1.044
O  -1.553  -5.074  4.521
O  -2.065  -1.051  -6.383
O  1.065  6.432  0.403
O  5.412  -1.066  -3.683
O  0.760  4.025  10.312
O  0.619  -4.955  0.059
O  4.409  -0.162  3.849
O  5.845  -0.944  -5.888
O  -1.688  0.646  -4.862
O  -6.372  -2.988  -1.924
O  1.632  5.379  -4.644
O  -0.673  -3.813  -1.395
O  -0.868  4.993  9.263
O  -1.143  -5.893  -0.976
O  2.905  6.310  -6.257
O  4.941  -2.196  4.592
O  3.767  -1.351  -5.069
N  1.211  1.422  0.063
C  2.153  5.745  2.344
C  -0.427  3.971  8.349
C  -1.982  -5.507  -2.045
C  -0.328  -4.882  -0.704
C  2.373  6.289  0.904
C  4.532  -0.909  4.970
C  -7.382  -3.582  -2.705
C  -2.516  -5.335  3.492
C  -1.410  0.034  -5.872
C  -0.887  -3.947  4.194
C  3.129  -1.424  -3.743
C  -1.875  -3.971  -2.013
C  -1.289  0.673  0.619
C  -6.321  -1.680  -2.232
C  0.127  1.068  0.377
C  -7.481  -2.694  -3.931
C  -1.074  1.129  3.145
C  5.101  -1.098  -4.959
C  1.666  4.176  -3.883
C  4.821  -2.352  3.205
C  4.890  -0.865  2.825
C  2.694  5.374  -5.461
C  -0.334  -0.603  -7.739
C  0.174  5.900  1.252
C  0.615  3.214  9.170
C  3.058  3.584  -4.139
C  -1.296  -1.705  -7.365
C  -1.951  1.323  1.861
C  4.353  -1.534  -2.848
C  -2.696  -3.970  2.858
C  -0.175  4.940  10.391
H  2.808  7.286  0.839
H  -2.595  -3.492  -1.349
H  5.751  -2.773  2.823
H  2.270  6.516  3.105
H  0.657  -1.037  -7.870
H  3.651  3.564  -3.225
H  4.260  -0.786  1.939
H  -1.267  3.306  8.150
H  -1.481  1.640  4.017
H  -0.040  1.405  2.938
H  2.784  4.938  2.714
H  -1.369  -0.414  0.647
H  -1.929  2.342  1.475
H  -1.647  -5.752  -3.052
H  1.559  3.098  8.637
H  4.602  -2.541  -2.513
H  2.588  -2.363  -3.627
H  -8.452  -2.741  -4.423
H  0.270  2.301  9.655
H  4.276  -1.040  -1.880
H  2.854  2.559  -4.448
H  3.946  -2.937  2.920
H  -7.044  -4.566  -3.027
H  -8.331  -3.717  -2.185
H  -0.719  -0.119  -8.637
H  -0.785  -2.600  -7.008
H  -2.079  -6.112  2.865
H  -0.021  4.347  7.410
H  -3.490  -5.630  3.884
H  -1.083  0.093  3.482
H  -3.018  1.119  1.949
H  -2.997  -5.867  -1.879
H  2.883  5.528  0.312
H  -3.464  -3.410  3.393
H  -6.659  -2.860  -4.628
H  5.904  -0.618  2.509
H  -2.046  -3.594  -3.021
H  -1.980  -2.056  -8.137
H  2.496  -0.577  -3.480
H  -3.088  -4.036  1.844
H  1.686  4.378  -2.812
H  -1.873  0.844  -0.285
H  0.889  3.459  -4.151

Here are the Mulliken charges for atoms 1 to 4, given in e: atom 1 (O): -0.245, atom 2 (O): -0.550, atom 3 (O): -0.318, atom 4 (O): -0.553

=====

The following is a quantum chemistry calculation of a cluster of 11 separate species, F6H20O10P in total, from OMol25.

Properties
- HOMO level: -9.064 eV
- Orbital gap: 11.13 eV
- Calculated total energy: -46401.876 eV
- Total charge: -1

Element x y z (Å)
P  -8.112  5.776  -0.561
F  -9.653  6.300  -0.819
F  -8.058  5.037  -1.957
F  -7.600  7.118  -1.356
F  -6.614  5.293  -0.108
F  -8.686  4.387  0.159
F  -8.165  6.528  0.867
O  -3.560  2.486  2.061
O  -7.462  12.245  -2.714
O  -7.908  9.152  -6.188
O  -6.834  5.817  5.239
O  -10.978  5.977  5.162
O  -12.392  3.793  -3.225
O  -14.626  5.722  0.927
O  -6.086  0.093  -3.547
O  -4.040  4.387  -4.769
O  -12.073  10.238  -3.061
H  -8.601  9.599  -6.674
H  -7.878  11.499  -3.147
H  -7.771  5.971  5.121
H  -11.475  5.303  4.699
H  -14.179  6.539  1.149
H  -6.497  5.697  4.351
H  -12.026  4.505  -2.700
H  -6.007  1.043  -3.455
H  -12.966  10.398  -2.754
H  -8.370  8.665  -5.506
H  -7.047  11.871  -1.937
H  -4.427  4.290  -3.899
H  -3.250  4.908  -4.624
H  -4.294  3.014  1.748
H  -14.007  5.035  1.175
H  -11.080  6.762  4.624
H  -11.802  9.442  -2.605
H  -5.201  -0.200  -3.766
H  -12.211  3.003  -2.717
H  -2.929  3.124  2.392

Here are the Mulliken charges for atoms 1 to 4, given in e: atom 1 (P): 1.195, atom 2 (F): -0.383, atom 3 (F): -0.333, atom 4 (F): -0.367

=====

The following is a quantum chemistry calculation of the molecule C4H7FS, from OMol25.

Properties
- HOMO level: -9.199 eV
- Orbital gap: 10.11 eV
- Calculated total energy: -17813.063 eV
- Total charge: 0

Element x y z (Å)
S  -1.035  1.879  1.191
F  1.031  -1.711  -1.360
C  0.550  -0.514  -0.943
C  -0.359  0.172  0.953
C  1.049  -0.027  0.350
C  -0.832  -0.568  -0.339
H  1.607  -0.819  0.866
H  1.647  0.866  0.256
H  -1.624  0.042  -0.907
H  0.605  0.163  -1.820
H  -1.242  -1.579  -0.157
H  -0.658  -0.368  1.863
H  -0.739  2.463  0.047

Here are the Mulliken charges for atoms 1 to 4, given in e: atom 1 (S): -0.217, atom 2 (F): -0.351, atom 3 (C): 0.426, atom 4 (C): -0.007

=====

no.,F_max (eV Å⁻¹)
1,1.17
2,4.18
3,8.00
4,10.22
5,2.18
6,6.26
7,1.45
8,3.27